1.
Below is a structure of composition C15H16LiN2OS, with properties calculated with wB97M-V/def2-TZVPD.

```
36
Properties=species:S:1:pos:R:3:forces:R:3
Li 0.5093 0.3170 -0.9031 -0.255 -0.024 -0.033
O 2.2897 0.4365 -1.4319 0.153 -0.236 -0.348
C 3.1392 1.0572 -0.4712 0.681 0.317 0.727
C 3.6291 0.0808 0.5970 -0.290 -0.037 -0.262
C 2.4636 -0.6726 1.2506 0.207 0.060 -0.066
C 1.4530 0.2649 1.8367 0.237 -0.150 0.453
C 1.6496 0.8304 3.0936 -0.139 0.003 -0.098
C 0.6734 1.6500 3.6298 -0.063 -0.081 -0.210
C -0.4726 1.8788 2.8831 0.013 0.023 -0.067
C -0.5667 1.3117 1.6268 -0.330 0.216 0.268
N 0.3713 0.5275 1.1050 0.068 -0.050 -0.356
H 2.8559 -0.0702 -2.0228 -0.235 -0.077 -0.175
H 2.5421 1.8380 0.0021 0.053 0.071 -0.113
H 3.9927 1.5284 -0.9715 -0.220 0.001 0.031
H 4.1755 0.6448 1.3546 0.086 0.030 -0.051
H 4.3144 -0.6457 0.1562 0.099 0.033 0.019
H 2.8532 -1.3174 2.0391 -0.034 -0.082 -0.093
H 1.9698 -1.2990 0.5018 0.067 -0.058 0.182
H 2.5533 0.6170 3.6399 0.125 -0.091 0.096
H 0.7874 2.0901 4.6085 0.050 0.025 0.079
H -1.2728 2.4931 3.2586 -0.117 0.078 0.047
H -1.4416 1.4730 1.0128 -0.090 0.071 -0.015
S -3.7497 1.2746 -1.5639 0.267 -0.269 -0.093
C -2.0556 1.5658 -1.5950 -0.346 0.088 -0.139
N -1.2870 0.5395 -1.7567 0.694 0.446 0.080
C -2.0209 -0.6082 -1.8934 -1.075 -0.498 -0.019
C -1.5176 -1.8901 -2.1068 0.088 0.080 0.047
C -2.3974 -2.9465 -2.1840 0.108 -0.012 0.045
C -3.7738 -2.7470 -2.0574 -0.119 0.129 -0.017
C -4.2959 -1.4832 -1.8746 -0.103 -0.097 0.005
C -3.4139 -0.4162 -1.7982 0.362 0.168 0.050
H -1.6797 2.5684 -1.5097 0.104 0.245 0.104
H -0.4507 -2.0278 -2.2207 0.065 -0.124 -0.011
H -2.0245 -3.9470 -2.3367 0.063 -0.081 -0.043
H -4.4431 -3.5914 -2.1123 -0.041 -0.077 -0.016
H -5.3586 -1.3242 -1.7867 -0.130 -0.037 -0.007
```
Forces are in eV/Å.

Results
- Electronic energy: -1171.56029 hartree
- ΔE to the lowest compared entry with this formula, charge and spin: 5.4 kcal per mole
- LUMO level: -2.51 eV
- Orbital gap: 9.46 eV
- Spin multiplicity: 1
- HOMO energy: -0.440 hartree
- Net charge: +1

natural (NBO) atomic charge list, values in e, 6 entries: 0.89, -0.79, -0.08, -0.42, -0.44, 0.24

=====

2.
Below is a cluster of 2 separate species, C2H2F3I in total, with properties calculated with wB97M-V/def2-TZVPD.

```
8
Properties=species:S:1:pos:R:3:forces:R:3
C -0.2905 -1.3064 0.0201 3.400 0.955 -0.678
C 0.4291 1.0607 -0.0581 -0.406 -1.978 2.003
F 0.0485 -1.7006 1.2355 0.067 -0.256 -0.018
F 0.8684 1.4738 1.2079 -0.541 -0.838 -1.833
F 1.4074 1.2097 -0.9047 0.691 0.139 -0.353
I -1.2780 2.1671 -0.6008 -0.303 0.142 -0.079
H 0.0404 -1.9577 -0.8256 0.328 0.728 0.914
H -1.2254 -0.9467 -0.0743 -3.237 1.109 0.045
```
Forces are in eV/Å.

Results
- Electronic energy: -674.55835 hartree
- ΔE to the lowest compared entry with this formula, charge and spin: 82.0 kcal per mole
- LUMO level (spin up / spin down): -0.39 / -0.73 eV
- Orbital gap (spin up / spin down): 8.65 / 8.33 eV
- Spin multiplicity: 1
- HOMO energy (spin up / spin down): -0.332 / -0.333 hartree
- Net charge: 0

natural (NBO) atomic charge list, values in e, 6 entries: 0.15, 0.47, -0.31, -0.37, -0.33, 0.09

=====

3.
Below is a cluster of 2 separate species, C3H6P2 in total, with properties calculated with wB97M-V/def2-TZVPD.

```
11
Properties=species:S:1:pos:R:3:forces:R:3
C 1.2781 -0.2242 -0.7037 -1.207 0.655 -1.982
C 1.0061 0.5750 0.5981 -1.854 0.342 -0.166
C 0.4044 -0.7770 0.3145 -3.614 -1.821 0.880
P -2.3954 1.0731 0.0197 0.585 -1.701 -0.124
P -2.0635 -0.9674 0.0034 2.806 1.943 0.157
H 0.8871 0.0430 -1.7715 0.498 0.179 2.325
H 2.0945 -0.8783 -0.8284 1.504 -0.110 0.054
H 1.6243 0.6151 1.5136 0.125 0.227 -1.070
H 0.2524 1.4877 0.4730 1.792 -2.048 0.260
H 0.6342 -1.8111 0.7757 -0.209 2.245 -0.421
H -3.7223 0.8640 -0.3943 -0.426 0.089 0.087
```
Forces are in eV/Å.

Results
- Electronic energy: -800.45254 hartree
- ΔE to the lowest compared entry with this formula, charge and spin: 69.5 kcal per mole
- LUMO level: -0.83 eV
- Orbital gap: 7.65 eV
- Spin multiplicity: 1
- HOMO energy: -0.312 hartree
- Net charge: 0

natural (NBO) atomic charge list, values in e, 6 entries: -0.47, -0.47, -0.27, -0.04, 0.14, 0.23

=====

4.
Below is a cluster of 2 separate species, C5H12S in total, with properties calculated with wB97M-V/def2-TZVPD.

```
18
Properties=species:S:1:pos:R:3:forces:R:3
C 1.8115 -0.9903 1.4017 0.268 0.334 0.564
C 1.0716 0.2311 0.9009 -0.161 0.409 -0.495
S 1.9219 1.0236 -0.5104 -0.103 -0.478 -0.816
H 2.7444 -0.6853 1.8775 0.085 -0.138 -0.067
H 2.0440 -1.6616 0.5806 0.031 -0.036 -0.113
H 1.2334 -1.5461 2.1416 -0.127 0.054 -0.016
H 0.0929 -0.0623 0.5263 -0.056 0.089 -0.082
H 0.8990 1.0485 1.5958 0.059 -0.346 0.479
H 2.4360 2.1372 -0.0020 -0.023 0.108 0.536
C -1.9162 -0.7808 -1.6365 -0.372 -0.949 0.087
C -2.6275 -0.8695 -0.3211 0.167 0.951 0.397
C -2.7656 0.1981 0.4647 -0.498 -0.123 0.108
H -2.5290 -1.1090 -2.4787 -0.201 0.254 -0.007
H -1.5441 0.2256 -1.7914 0.183 -0.011 -0.178
H -1.1162 -1.5278 -1.6208 0.325 0.348 -0.040
H -2.9677 -1.8251 0.0593 0.150 -0.171 -0.139
H -3.1695 0.1391 1.4692 -0.144 -0.189 -0.086
H -2.5734 1.2125 0.1323 0.417 -0.107 -0.132
```
Forces are in eV/Å.

Results
- Electronic energy: -595.84860 hartree
- ΔE to the lowest compared entry with this formula, charge and spin: 21.0 kcal per mole
- LUMO level: 0.91 eV
- Orbital gap: 9.88 eV
- Spin multiplicity: 1
- HOMO energy: -0.329 hartree
- Net charge: 0

natural (NBO) atomic charge list, values in e, 6 entries: -0.62, -0.51, -0.08, 0.21, 0.21, 0.21

=====

5.
Below is a structure of composition C25H47ClP2Re, with properties calculated with wB97M-V/def2-TZVPD.

```
76
Properties=species:S:1:pos:R:3:forces:R:3
Re 0.4376 -0.0078 0.2938 -7.830 4.732 0.811
C 1.4144 -1.8839 0.5876 0.897 -0.955 -0.174
C 1.4716 -1.5809 -0.8113 1.445 -1.277 -0.643
C 2.5271 0.1497 0.3160 1.944 -0.750 0.123
C 2.0873 -0.8273 1.2898 2.441 -0.840 0.148
C 2.1486 -0.3326 -0.9823 1.305 -0.834 -0.392
C 0.8885 -3.1676 1.1598 -0.215 -0.194 0.109
H 0.0916 -3.5726 0.5231 0.235 0.079 0.144
H 0.4811 -3.0285 2.1676 0.167 -0.081 -0.279
H 1.6733 -3.9401 1.2267 -0.129 0.418 -0.094
C 2.5002 -0.8849 2.7170 -0.322 0.401 0.735
H 2.0320 -1.7320 3.2266 0.134 0.108 -0.099
H 2.1929 0.0228 3.2461 0.210 -0.277 -0.032
H 3.5904 -0.9681 2.8327 -0.280 -0.073 -0.325
C 3.3441 1.3717 0.5697 -0.044 0.521 0.179
H 4.4182 1.2022 0.4060 -0.317 -0.186 0.033
H 3.2107 1.7343 1.5936 0.060 -0.091 -0.115
H 3.0463 2.1811 -0.1084 0.072 -0.121 0.092
C 2.6179 0.1714 -2.3126 -0.188 0.304 -0.225
H 3.6039 -0.2576 -2.5596 -0.338 0.045 0.269
H 2.7209 1.2601 -2.3230 0.057 -0.314 -0.044
H 1.9191 -0.1339 -3.1047 0.245 0.241 0.210
C 1.2201 -2.5537 -1.9138 -0.300 -0.300 -0.231
H 2.0309 -3.3074 -1.9379 -0.289 0.363 0.160
H 1.2150 -2.0495 -2.8846 -0.144 -0.225 0.296
H 0.2679 -3.0811 -1.7800 0.401 0.086 -0.164
C -2.7837 -1.1074 -2.1062 0.016 -0.168 0.051
C -2.0916 -2.2480 -2.0831 -0.231 0.242 0.209
C -2.0451 -3.1994 -3.2385 0.113 -0.524 -0.077
C -1.2396 -2.7774 -4.5156 0.334 -0.573 -0.227
C -0.5927 -1.4200 -4.5777 -0.175 0.453 -0.180
C -1.3123 -0.2903 -4.5951 0.091 -0.352 -0.036
C -2.8243 -0.3049 -4.6006 -0.191 0.509 -0.327
C -3.5946 -0.6755 -3.2966 -0.415 0.350 0.118
H -3.0634 -3.4425 -3.5861 0.232 0.157 0.373
H -1.9449 -2.8873 -5.3586 0.450 0.116 0.142
H -1.6197 -4.1482 -2.8744 -0.219 0.245 -0.183
H -4.3210 -1.4596 -3.5792 0.284 0.220 0.378
H -2.8401 -0.4636 -1.2181 0.136 -0.254 -0.176
H -1.5859 -2.5694 -1.1659 -0.174 0.272 -0.179
H -4.1987 0.1958 -2.9953 0.137 -0.337 -0.127
H -3.1566 0.7073 -4.8940 0.055 -0.521 -0.046
H -0.8377 0.6871 -4.7364 0.005 -0.396 0.044
H -3.1887 -0.9986 -5.3810 0.351 0.375 0.161
H -0.4474 -3.5321 -4.6636 -0.402 0.268 -0.084
H 0.4941 -1.4031 -4.7552 -0.511 0.174 0.176
P -1.6549 -0.7650 1.8537 -0.063 -0.608 0.444
C -1.1534 -1.1502 3.5910 0.267 0.289 -0.071
H -2.0588 -1.3142 4.1946 0.198 0.024 -0.308
H -0.5810 -0.3208 4.0271 -0.257 -0.404 -0.152
H -0.5439 -2.0614 3.6235 -0.188 0.224 -0.011
C -3.0007 0.4548 2.0846 0.013 0.223 -0.211
H -3.6425 0.1468 2.9224 0.244 -0.036 -0.238
H -3.6190 0.5094 1.1786 0.170 -0.022 0.174
H -2.6107 1.4531 2.3068 -0.114 -0.194 0.040
C -2.5904 -2.2875 1.4607 -0.060 -0.085 -0.303
H -3.1969 -2.1387 0.5583 0.159 -0.087 0.194
H -3.2545 -2.5463 2.3006 0.244 0.227 -0.225
H -1.9101 -3.1316 1.2949 -0.196 0.226 0.041
P -0.3937 2.5062 -1.0333 0.180 -0.074 -0.804
C 0.5078 2.6737 -2.6049 0.243 0.035 -0.200
H 0.0211 3.4318 -3.2410 0.225 -0.244 0.234
H 0.4958 1.6972 -3.1190 0.015 0.512 0.129
H 1.5540 2.9793 -2.4093 -0.565 -0.114 -0.189
C -2.1307 2.5846 -1.5834 -0.339 -0.088 0.028
H -2.2226 2.0642 -2.5507 -0.009 0.048 0.407
H -2.4529 3.6333 -1.7171 0.202 -0.458 0.084
H -2.7775 2.0974 -0.8404 0.035 0.192 -0.294
C -0.1315 4.1820 -0.2457 0.122 -0.499 0.354
H -0.4024 5.0013 -0.9327 0.036 -0.558 0.024
H 0.9262 4.3072 0.0414 -0.392 -0.028 -0.115
H -0.7506 4.2736 0.6605 0.229 -0.010 -0.301
Cl 0.5495 1.7218 3.3558 -0.009 0.063 -0.004
C 0.1859 1.6848 1.5873 0.198 1.032 0.795
H -0.8831 1.9778 1.5568 0.651 -0.001 -0.178
H 0.7825 2.5483 1.2403 -0.344 -0.618 0.151
```
Forces are in eV/Å.

Results
- ⟨S²⟩: 3.7744
- Electronic energy: -2201.30259 hartree
- LUMO level (spin up / spin down): -6.22 / -8.39 eV
- Orbital gap (spin up / spin down): 7.95 / 5.78 eV
- Spin multiplicity: 4
- HOMO energy (spin up / spin down): -0.521 / -0.521 hartree
- Net charge: +2

Löwdin atomic charge list, values in e, 6 entries: 1.44, -0.33, -0.31, -0.34, -0.34, -0.31